{"formula": "H8O4", "method": "ωB97M-V/def2-TZVPD", "species": ["H", "H", "H", "H", "H", "H", "H", "H", "O", "O", "O", "O"], "xyz": [[2.0040, -0.7518, 1.3069], [0.6384, -0.4173, 1.0014], [-2.3802, 2.6442, 0.5804], [-3.6006, 3.3146, 0.1848], [-2.7987, -2.6447, 0.2457], [-1.7491, -2.7989, -0.8308], [3.4780, 1.0171, -0.9981], [4.2986, -0.3097, -0.6270], [1.3032, -1.1200, 0.8443], [-2.7435, 3.1478, -0.2339], [-2.7772, -2.7854, -0.7240], [4.3271, 0.7040, -0.7496]], "atomic_forces_ev_per_a": [[2.579, 0.726, 1.373], [0.141, -0.778, -0.412], [-0.147, 1.034, -2.225], [-0.275, 0.414, -0.711], [-0.438, -0.127, -0.690], [-2.759, -0.036, -0.146], [-1.276, -0.013, -0.358], [-0.322, 2.662, -0.475], [-2.702, 0.082, -0.976], [0.417, -1.439, 2.940], [3.223, 0.157, 0.847], [1.560, -2.681, 0.832]], "e_tot_ev": -8318.99393, "orbital_gap_ev": 11.62, "spin_multiplicity": 1, "homo_energy_ev": -11.546, "relative_energy_kcal_mol": 38.8}